Record 1
C22H24ClIMoN2O8Si2 | ωB97M-V/def2-TZVPD

Geometry as ORCA input:
```
! RIJCOSX wB97M-V def2-TZVPD def2/J DEFGRID3
* xyz 0 3
Mo -0.20 0.11 0.36
O 0.33 0.05 2.24
C 1.40 -0.13 2.91
C 2.67 -0.07 2.37
C 3.78 -0.23 3.27
C 5.03 -0.17 2.79
C 5.29 0.01 1.40
C 4.27 0.17 0.53
C 2.90 0.17 0.96
O 1.99 0.38 0.11
N 6.17 -0.29 3.72
O 5.93 -0.41 4.90
O 7.28 -0.30 3.23
H 1.26 -0.32 3.97
H 3.61 -0.39 4.33
H 6.32 0.02 1.06
H 4.45 0.30 -0.53
C 0.75 -1.75 -2.87
Si 0.06 -0.17 -2.22
C 1.04 1.21 -3.02
C -1.71 0.01 -2.85
C -1.88 0.12 -4.24
C -3.14 0.23 -4.81
C -4.27 0.22 -4.00
C -4.13 0.12 -2.63
C -2.86 0.01 -2.03
Si -2.73 -0.09 -0.16
C -3.72 -1.52 0.50
C -3.62 1.43 0.53
H 0.74 -1.71 -3.96
H 0.17 -2.61 -2.55
H 1.78 -1.90 -2.54
H 1.19 0.96 -4.08
H 2.02 1.31 -2.56
H 0.54 2.18 -2.97
H -1.02 0.13 -4.89
H -3.25 0.31 -5.89
H -5.26 0.30 -4.44
H -5.02 0.12 -2.01
H -4.78 -1.33 0.29
H -3.60 -1.62 1.58
H -3.42 -2.46 0.05
H -4.69 1.32 0.37
H -3.31 2.36 0.05
H -3.45 1.53 1.61
I -1.83 4.90 -2.74
C -0.98 4.16 -1.01
C -0.41 4.98 -0.05
C 0.14 4.41 1.08
C 0.12 3.04 1.22
N -0.43 2.25 0.29
C -0.98 2.79 -0.80
H -0.38 6.06 -0.20
H 0.59 5.02 1.86
H 0.56 2.55 2.08
H -1.45 2.11 -1.50
O -0.53 -3.71 1.76
Cl -0.16 -3.25 0.45
O -1.30 -3.02 -0.39
O 0.80 -4.12 -0.18
O 0.55 -1.91 0.64
*
```

Properties
Lowest unoccupied orbital energy (spin up / spin down), eV: -1.589 / -1.666
Relative energy (zero: lowest compared OMol25 entry of this formula, charge and spin), eV: 0.000
F_max, eV/Å: 1.71
E, eV: -80787.904

=====

Record 2
C7H10NO | ωB97M-V/def2-TZVPD

Geometry as ORCA input:
```
! RIJCOSX wB97M-V def2-TZVPD def2/J DEFGRID3
* xyz -1 1
C 1.71 0.92 -0.98
C 0.37 0.63 -0.42
C -0.46 1.64 -0.03
C -1.61 1.38 0.78
C -1.64 0.11 1.54
N -1.10 -1.01 1.14
O -0.81 -2.01 1.87
C -0.21 -0.72 -0.35
C 0.73 -1.91 -0.57
H 2.07 0.32 -1.73
H 2.59 0.89 -0.29
H 1.69 1.92 -1.42
H -0.42 2.74 -0.20
H -2.15 2.19 1.23
H -2.38 0.00 2.34
H -1.02 -0.72 -1.16
H 0.11 -2.90 -0.54
H 1.28 -1.87 0.36
H 1.26 -1.62 -1.56
*
```

Properties
Lowest unoccupied orbital energy, eV: 4.014
Relative energy (zero: lowest compared OMol25 entry of this formula, charge and spin), eV: 1.162
SMILES: CC1=CC=CN([O-])[C@@H]1C
F_max, eV/Å: 3.64
E, eV: -10955.274

=====

Record 3
C22H22NO | ωB97M-V/def2-TZVPD

Geometry as ORCA input:
```
! RIJCOSX wB97M-V def2-TZVPD def2/J DEFGRID3
* xyz 1 1
C 2.74 0.01 -3.10
O 1.48 0.30 -2.49
C 0.69 -0.83 -2.19
C -0.79 -0.48 -2.22
C -1.68 -1.57 -2.23
C -3.05 -1.37 -2.36
C -3.55 -0.07 -2.46
C -2.67 1.02 -2.42
C -1.29 0.82 -2.28
H 3.21 0.97 -3.32
H 3.41 -0.58 -2.44
H 2.62 -0.56 -4.04
H 0.85 -1.55 -3.03
H -1.25 -2.58 -2.13
H -3.72 -2.23 -2.39
H -4.62 0.10 -2.57
H -3.05 2.04 -2.51
H -0.60 1.66 -2.25
C -2.08 -3.56 1.80
C -2.47 -2.28 1.39
C -1.51 -1.31 1.10
C -0.14 -1.64 1.20
C 0.87 -0.63 0.94
N 0.74 0.27 0.00
C 1.07 1.54 0.05
C 1.39 2.24 1.27
C 2.29 3.35 1.26
C 2.52 4.07 2.43
C 1.87 3.73 3.62
C 1.03 2.60 3.66
C 0.82 1.85 2.51
C 0.25 -2.94 1.61
C -0.72 -3.89 1.88
H -2.84 -4.31 2.03
H -3.53 -2.02 1.29
H -1.79 -0.31 0.79
H 1.77 -0.64 1.58
H 1.00 -1.39 -1.30
H 1.12 2.07 -0.90
H 2.78 3.60 0.32
H 3.20 4.93 2.41
H 2.01 4.33 4.52
H 0.54 2.31 4.59
H 0.18 0.96 2.55
H 1.32 -3.16 1.66
H -0.42 -4.90 2.18
*
```

Properties
Lowest unoccupied orbital energy, eV: -5.240
Relative energy (zero: lowest compared OMol25 entry of this formula, charge and spin), eV: 1.896
F_max, eV/Å: 3.06
E, eV: -26699.981

=====

Record 4
C22H64N2O12P | ωB97M-V/def2-TZVPD

Geometry as ORCA input:
```
! RIJCOSX wB97M-V def2-TZVPD def2/J DEFGRID3
* xyz 1 1
N -1.14 2.34 0.83
C -1.77 2.04 -0.45
C -2.81 0.90 -0.46
C -2.47 -0.25 0.47
C -3.13 -1.54 0.02
N -2.59 -2.71 0.85
P -1.32 -3.55 -0.11
O -2.00 -4.34 -1.12
O -0.45 -2.32 -0.53
O -0.42 -4.33 0.93
C -2.28 -2.34 2.31
C -2.47 -0.86 2.74
O -3.01 0.00 1.77
H -0.17 2.06 0.89
H -1.67 2.01 1.63
H -2.28 2.93 -0.82
H -0.99 1.83 -1.18
H -2.86 0.50 -1.48
H -3.80 1.27 -0.23
H -1.39 -0.36 0.56
H -4.19 -1.47 0.24
H -2.99 -1.78 -1.03
H -3.32 -3.43 0.85
H 0.51 -2.44 -0.51
H -0.81 -4.63 1.76
H -1.24 -2.60 2.49
H -2.91 -2.98 2.92
H -1.50 -0.50 3.07
H -3.16 -0.84 3.58
C 2.84 -1.89 2.98
C 1.69 -1.91 2.00
O 0.66 -0.98 2.31
H 2.47 -2.09 3.99
H 3.61 -2.62 2.74
H 3.30 -0.89 2.99
H 1.22 -2.89 2.00
H 2.06 -1.72 0.99
H 1.04 -0.09 2.31
C 4.34 1.30 1.47
C 3.18 1.21 0.50
O 2.10 2.08 0.87
H 4.00 1.10 2.48
H 5.12 0.58 1.20
H 4.77 2.29 1.47
H 2.72 0.22 0.50
H 3.51 1.42 -0.52
H 2.44 2.98 0.91
C -2.42 0.46 -5.97
C -2.44 -0.19 -4.60
O -3.45 0.39 -3.77
H -2.26 1.53 -5.87
H -1.64 0.05 -6.60
H -3.39 0.30 -6.46
H -1.49 -0.02 -4.07
H -2.59 -1.27 -4.69
H -4.29 0.30 -4.23
C 2.28 5.75 3.92
C 2.46 4.25 3.80
O 3.77 3.89 3.35
H 2.47 6.24 2.97
H 1.26 5.99 4.24
H 2.96 6.16 4.66
H 1.78 3.83 3.06
H 2.25 3.76 4.75
H 4.40 4.22 4.00
C -4.40 3.84 -5.90
C -5.08 2.91 -6.89
O -5.64 1.77 -6.24
H -3.62 3.32 -5.35
H -3.95 4.69 -6.42
H -5.12 4.23 -5.18
H -4.36 2.52 -7.60
H -5.85 3.44 -7.45
H -6.30 2.08 -5.62
C 2.21 -5.94 2.23
C 3.50 -5.54 1.52
O 4.48 -5.05 2.42
H 1.83 -5.09 2.80
H 1.46 -6.26 1.51
H 2.38 -6.77 2.93
H 3.31 -4.71 0.84
H 3.89 -6.37 0.93
H 4.72 -5.75 3.04
C 2.34 1.18 -6.68
C 1.07 1.37 -7.49
O 0.23 2.40 -6.97
H 2.09 0.95 -5.64
H 2.94 0.37 -7.08
H 2.94 2.09 -6.69
H 0.47 0.47 -7.48
H 1.32 1.58 -8.54
H 0.73 3.22 -7.00
C 1.47 0.02 6.73
C 1.06 -1.25 7.44
O 0.09 -1.98 6.69
H 0.61 0.66 6.56
H 2.21 0.58 7.30
H 1.92 -0.21 5.76
H 0.59 -1.03 8.40
H 1.93 -1.89 7.64
H 0.49 -2.20 5.84
*
```

Properties
Lowest unoccupied orbital energy, eV: -2.845
F_max, eV/Å: 0.36
E, eV: -60685.046

=====

Record 5
C19H38N2O2 | ωB97M-V/def2-TZVPD

Geometry as ORCA input:
```
! RIJCOSX wB97M-V def2-TZVPD def2/J DEFGRID3
* xyz 0 1
C -4.97 -2.89 -0.01
C -4.39 -2.36 1.30
C -4.23 -0.84 1.32
C -3.14 -0.35 0.36
C -2.93 1.17 0.41
C -2.25 1.63 1.71
C -1.99 3.14 1.70
C -2.13 1.58 -0.82
O -2.61 2.23 -1.74
N -0.85 1.16 -0.81
C 0.00 1.27 -1.97
C 0.59 -0.10 -2.34
C 1.06 -0.12 -3.79
N 1.71 -0.43 -1.47
C 1.58 -0.89 -0.22
O 0.50 -1.07 0.31
C 2.89 -1.17 0.51
C 2.94 -2.66 0.88
C 3.03 -3.55 -0.35
C 2.93 -0.29 1.77
C 2.85 1.21 1.48
C 3.99 1.78 0.64
C 5.36 1.61 1.29
H -5.92 -2.40 -0.23
H -5.15 -3.96 0.06
H -4.29 -2.71 -0.84
H -3.42 -2.83 1.48
H -5.06 -2.65 2.11
H -3.97 -0.54 2.34
H -5.18 -0.37 1.06
H -2.20 -0.86 0.60
H -3.42 -0.62 -0.66
H -3.91 1.66 0.33
H -2.90 1.39 2.55
H -1.31 1.10 1.84
H -1.33 3.41 0.89
H -2.92 3.68 1.58
H -1.53 3.45 2.64
H -0.56 0.49 -0.11
H -0.61 1.67 -2.78
H 0.82 1.98 -1.77
H -0.18 -0.86 -2.18
H 1.79 0.67 -3.97
H 1.52 -1.08 -4.03
H 0.22 0.03 -4.46
H 2.63 -0.24 -1.84
H 3.74 -0.94 -0.14
H 3.81 -2.84 1.52
H 2.04 -2.91 1.45
H 3.92 -3.31 -0.94
H 3.08 -4.59 -0.06
H 2.15 -3.41 -0.98
H 3.84 -0.51 2.33
H 2.08 -0.57 2.40
H 2.83 1.73 2.44
H 1.90 1.42 0.98
H 4.00 1.32 -0.35
H 3.80 2.85 0.50
H 6.12 2.13 0.72
H 5.64 0.56 1.35
H 5.35 2.02 2.30
*
```

Properties
Lowest unoccupied orbital energy, eV: 0.629
Relative energy (zero: lowest compared OMol25 entry of this formula, charge and spin), eV: 0.186
SMILES: CCCC[C@@H](CC)C(=O)NC[C@@H](C)NC(=O)[C@H](CC)CCCC
F_max, eV/Å: 0.81
E, eV: -27397.158